Molecular formula: C40H51Cl3NO3Zr
Method: DFT, wB97M-V/def2-TZVPD

Structure (XYZ):
```
99
Properties=species:S:1:pos:R:3:forces:R:3:mulliken_charge:R:1
Zr -0.17012 -0.14539 0.35555 -0.015 -0.602 -1.067 0.555
Cl 2.88662 1.10087 -6.01002 -0.059 -0.029 0.065 -0.199
Cl -1.41356 -1.57291 -4.16628 0.085 0.062 0.047 -0.184
Cl 1.81004 1.05618 -0.71698 0.512 0.313 -0.569 -0.225
O -1.29470 1.55011 -0.10426 -0.162 0.073 0.125 -1.393
O 0.54064 0.02260 2.31446 0.686 0.292 1.102 -0.872
O -0.48309 -0.60525 -1.51839 0.547 0.094 -1.470 -0.830
N -1.91364 -0.09158 1.66005 -0.396 0.371 0.639 0.080
C -4.87910 1.54310 -0.58097 -0.309 -0.040 -0.022 0.248
C -3.15093 -0.27482 6.46409 0.105 -0.030 0.065 1.778
C 1.79451 -2.47180 4.26116 0.026 -0.002 0.032 -1.284
C 3.20843 -3.19517 0.16258 -0.025 -0.035 -0.046 2.001
C 2.66631 -0.12303 4.35351 0.028 0.132 0.091 -1.805
C 1.39964 0.55814 -2.38706 0.191 0.099 0.136 1.411
C 0.78194 -0.20049 -4.92199 0.022 -0.012 -0.167 -0.725
C -2.54639 0.68601 7.50403 0.008 0.064 0.008 -1.657
C 0.75654 -2.13186 0.54463 0.175 -0.387 0.184 -0.607
C -2.67600 -0.21168 3.98879 0.023 0.069 -0.283 -1.026
C 3.49627 -4.25379 1.23494 0.027 -0.037 0.069 -1.461
C -5.32248 0.68222 0.44745 -0.234 0.254 -0.347 -1.044
C 0.17859 -0.63422 4.57376 0.120 -0.152 0.142 -0.900
C 1.86387 -2.63328 0.38166 -0.307 0.297 0.004 -0.113
C -2.58890 1.26970 -0.08134 -0.011 -0.206 0.526 2.103
C -1.80860 2.95945 -2.42141 0.042 0.046 -0.093 -1.923
C -7.69460 1.15035 -0.31259 -0.039 0.036 -0.022 -2.161
C -3.00987 0.35574 0.94834 -0.401 0.083 -0.043 -0.721
C 1.89383 0.59455 -4.68599 -0.017 -0.049 -0.255 0.329
C -0.81769 -0.61663 5.48790 -0.236 -0.002 0.274 -0.036
C -0.01456 -0.60715 -3.86929 -0.179 -0.100 -0.167 0.528
C -3.56609 1.84682 -0.89792 -0.016 0.183 -0.242 -0.677
C -7.17540 0.89038 2.11026 0.003 0.034 0.050 -1.515
C 0.27372 -0.23792 -2.55583 -0.413 -0.255 0.387 -0.159
C -3.23956 -1.69186 7.06133 0.062 -0.039 0.044 -1.612
C -3.99081 2.25068 -3.33345 -0.009 -0.033 -0.010 -1.605
C -4.55551 0.20742 6.10323 -0.066 -0.020 -0.067 -2.087
C -7.09030 -1.09122 0.58013 -0.019 -0.081 -0.043 -1.631
C -6.81064 0.41246 0.69622 0.071 0.069 -0.031 2.060
C 3.26820 -3.83211 -1.23348 0.024 -0.057 -0.030 -1.717
C 2.21838 0.98875 -3.40543 0.232 0.204 0.162 -1.068
C -1.70489 -0.24768 2.93262 -0.239 -0.055 0.103 -0.211
C 1.60496 -1.08493 4.90367 -0.041 0.015 -0.103 2.351
C 1.81152 -1.20642 6.41578 -0.056 0.006 0.057 -2.211
C -3.29311 2.80079 -2.07639 -0.025 -0.091 0.068 1.890
C -0.23742 -0.28963 3.24538 -0.349 -0.158 0.265 2.271
C 4.24476 -2.06293 0.25969 -0.034 0.029 0.034 -1.336
C -3.85381 4.18970 -1.73434 -0.069 0.010 0.028 -1.672
C -2.24126 -0.33557 5.25083 0.300 -0.126 0.382 -0.388
C -4.36341 0.08328 1.21488 0.535 -0.261 0.135 -0.171
H -2.40137 1.68708 7.08497 -0.033 -0.102 0.037 0.382
H -5.08949 -0.51672 5.47815 0.077 0.079 0.040 0.384
H -3.22587 0.77185 8.35456 0.041 -0.011 -0.042 0.449
H 1.06424 -3.18572 4.65363 0.054 0.041 -0.038 0.321
H 2.85108 -1.47696 6.60459 -0.033 0.007 0.000 0.461
H -3.62430 -2.40483 6.32637 0.018 0.069 0.067 0.346
H -3.86008 2.95613 -4.15785 0.006 -0.047 0.034 0.487
H -3.71827 -0.05343 3.75646 0.085 0.021 -0.027 0.939
H 4.27892 -4.20338 -1.42756 -0.085 0.023 0.021 0.443
H 4.47969 -4.69594 1.05475 -0.060 0.021 0.018 0.448
H 0.53386 -0.50336 -5.93086 0.005 0.016 0.054 0.467
H -2.26346 -2.04971 7.40811 -0.141 0.036 -0.045 0.340
H -6.93349 1.94937 2.24061 -0.029 -0.079 -0.009 0.343
H 2.57080 -4.66887 -1.30965 0.038 0.058 0.003 0.371
H -4.53415 1.17147 5.58443 -0.003 -0.082 0.074 0.441
H -1.24364 3.44599 -1.62701 -0.045 -0.031 -0.030 0.311
H 2.74912 -5.04977 1.21001 0.045 0.050 0.001 0.378
H -5.06487 2.10213 -3.19762 0.088 0.038 0.010 0.306
H -0.54160 -0.82903 6.51218 -0.095 0.008 -0.038 0.394
H 2.64071 -0.05489 3.26955 0.018 -0.020 0.016 0.176
H 1.61365 -0.26110 6.93362 0.041 -0.101 -0.058 0.443
H -3.67411 4.87837 -2.56519 -0.015 -0.061 0.069 0.456
H -8.15880 -1.28201 0.71468 0.086 0.005 0.003 0.437
H 3.49555 -3.80854 2.23332 0.005 -0.052 -0.094 0.205
H -7.49911 0.82465 -1.33953 -0.022 0.028 0.103 0.437
H -1.58616 0.33382 7.89132 -0.112 0.052 -0.037 0.374
H -3.36739 4.59649 -0.84282 -0.039 -0.031 -0.068 0.353
H 4.09890 -1.33469 -0.54232 0.002 -0.023 0.050 0.261
H -1.73756 3.57865 -3.32016 0.013 -0.032 0.046 0.505
H -5.13570 0.33173 7.01971 0.017 -0.009 -0.073 0.487
H -4.62650 -0.64720 1.97092 0.020 0.049 -0.036 1.095
H 2.79572 -2.84981 4.49307 -0.095 0.056 -0.014 0.507
H 4.16875 -1.54535 1.22035 0.013 -0.040 -0.065 0.224
H -6.63793 0.32033 2.87557 -0.032 0.058 -0.063 0.283
H -7.56123 2.23595 -0.25904 -0.023 -0.113 0.009 0.383
H -1.34007 1.99744 -2.63889 -0.029 0.038 0.003 0.292
H 3.65079 -0.49336 4.64667 -0.021 0.043 -0.007 0.501
H 1.19192 -1.99122 6.86204 0.040 0.081 -0.057 0.369
H -3.91523 -1.68566 7.92033 0.059 0.000 -0.047 0.475
H -6.79767 -1.46922 -0.40350 -0.030 0.024 0.072 0.385
H 5.25436 -2.47366 0.16849 -0.096 0.016 -0.008 0.422
H 2.54871 0.88233 4.77090 0.004 -0.082 -0.040 0.384
H -8.24690 0.76060 2.28922 0.099 -0.011 -0.012 0.464
H -6.55340 -1.66722 1.33908 -0.026 0.046 -0.058 0.311
H 3.01219 -3.10279 -2.00501 0.021 -0.024 0.032 0.283
H 3.07938 1.61702 -3.21370 -0.060 -0.064 -0.007 0.492
H -4.93202 4.16001 -1.55010 0.093 0.002 -0.019 0.304
H -5.64315 2.00853 -1.18988 0.073 -0.008 0.031 0.462
H 1.69024 -2.42943 3.17454 -0.029 0.006 0.022 0.065
H -3.55236 1.29240 -3.63079 -0.041 0.076 0.037 0.323
H -8.74286 0.93953 -0.09376 0.036 -0.002 -0.011 0.453
```
Forces are in eV/Å.

**Electronic energy**: -88784.1291 eV
**E_HOMO (spin up / spin down)**: -0.3942 / -0.3978 Eh
**Total charge**: +1

=====

Molecular formula: C21H38N4O5S
Method: DFT, wB97M-V/def2-TZVPD

Structure (XYZ):
```
69
Properties=species:S:1:pos:R:3:forces:R:3:mulliken_charge:R:1
S 21.73067 -4.86334 -12.75595 0.368 0.456 -1.158 1.038
O 25.94060 -4.24769 -16.98144 -0.389 0.050 -0.100 -0.575
O 30.49375 -5.03890 -14.91981 -0.483 -0.199 -0.201 -0.491
O 20.56517 -5.36613 -13.49773 1.445 0.289 0.770 -0.656
O 21.57914 -4.47057 -11.37408 -0.107 -0.260 -0.168 -0.627
O 29.72727 3.34675 -13.54753 0.485 -0.211 0.193 -0.310
N 25.62054 -0.86331 -15.78305 1.165 -0.180 0.113 -0.293
N 28.49432 -2.69134 -18.94321 0.258 -0.110 -0.031 -0.451
N 20.83453 -0.75099 -15.33932 1.617 0.809 -1.476 -0.430
N 23.19472 -0.98654 -11.20729 0.192 0.571 -0.625 -0.406
C 28.00345 -1.97179 -15.64173 -0.223 -0.347 -0.383 0.213
C 29.70767 -3.94869 -12.93112 -0.495 -0.188 -0.075 -1.658
C 26.70489 -1.26844 -15.71163 -0.484 -0.181 -0.398 0.461
C 23.23836 -6.00623 -12.87436 -0.646 1.694 -0.097 -0.950
C 23.99277 -3.75183 -13.76974 1.344 -1.356 0.754 -0.461
C 24.16447 0.57922 -13.03141 -0.882 0.151 -1.054 -0.064
C 28.54123 2.28899 -15.32581 0.787 -0.201 0.528 -0.846
C 25.14820 -6.07598 -18.28695 -0.362 -0.237 0.363 -1.383
C 25.89981 -5.44759 -17.13189 1.135 0.240 0.124 1.411
C 24.14530 -5.31624 -13.92326 -0.692 -0.423 0.391 -0.275
C 28.72922 2.78489 -13.92137 -1.182 1.663 0.023 0.517
C 32.08609 -3.51579 -14.01954 -0.977 0.262 1.253 -1.295
C 26.17895 -1.71727 -19.64407 -0.495 0.450 0.402 -0.776
C 21.57143 -0.36794 -16.16120 -2.851 -1.028 2.157 0.369
C 30.69739 -4.22489 -14.05704 1.206 -0.008 0.054 1.044
C 26.70294 -6.35595 -16.20913 -0.190 0.018 -0.096 -1.181
C 22.41542 0.06148 -17.22827 0.913 -0.097 -0.091 -0.884
C 27.47756 -2.26620 -19.25727 -0.624 0.179 -0.077 0.181
C 22.53651 -3.42224 -13.70802 -1.020 -1.688 -0.587 -0.742
C 27.47901 2.69228 -13.04153 1.046 -0.543 -0.084 -1.149
C 23.59980 -0.27097 -12.01883 -0.009 -0.861 1.475 0.088
H 24.10841 -6.25025 -18.01021 -0.198 0.255 0.257 0.363
H 25.14768 -5.68100 -13.69898 0.234 0.449 -0.167 0.222
H 22.12679 -2.48230 -13.33823 0.436 -0.159 0.238 0.449
H 25.69170 -1.17881 -18.83121 0.452 0.044 0.479 -0.075
H 26.28036 -0.96110 -20.42255 0.054 -0.405 -0.295 0.576
H 27.78067 2.80437 -12.00012 -0.165 -0.091 -0.023 0.255
H 27.51141 -6.86091 -16.73781 -0.291 -0.272 -0.377 0.501
H 28.87506 -1.32630 -15.53340 -0.309 0.172 0.618 0.267
H 24.52777 -3.51905 -12.84903 0.008 0.387 0.043 0.365
H 32.89944 -4.12500 -14.41378 -0.343 -0.008 -0.139 0.317
H 22.00652 0.89018 -17.80632 0.020 -0.087 0.157 0.459
H 27.08808 1.69666 -13.25131 -0.521 0.084 0.392 0.244
H 27.88581 -2.75289 -14.89064 0.310 0.311 0.398 -0.572
H 24.51414 -3.30102 -14.61417 -0.142 0.289 0.089 0.040
H 28.23793 -2.53844 -16.54286 -0.570 0.162 -0.383 -0.006
H 22.92237 -7.04000 -13.01421 0.045 0.208 -0.229 0.477
H 30.08351 -4.18510 -11.93565 0.579 0.517 -0.051 0.550
H 22.24613 -3.57012 -14.74817 -0.843 0.110 0.070 0.302
H 26.75638 3.46767 -13.29583 -0.019 -0.056 -0.218 0.411
H 25.13068 -5.39249 -19.13585 0.206 -0.192 -0.013 0.244
H 22.60029 -0.81034 -17.85585 0.109 0.142 -0.224 0.186
H 25.43211 -2.48261 -19.85525 0.368 -0.194 -0.500 0.298
H 27.23143 -5.83742 -15.40919 -0.467 0.358 0.004 -0.036
H 32.25623 -3.28499 -12.96794 0.376 -0.270 0.233 0.361
H 25.49656 -7.08306 -18.51618 0.385 0.192 -0.269 0.399
H 24.93773 0.05054 -13.58880 0.338 0.326 0.296 -0.205
H 28.13634 1.28990 -15.16456 0.005 -0.169 -0.836 -0.177
H 23.34914 0.31833 -16.72796 0.320 0.249 -0.484 0.149
H 23.73545 -5.85981 -11.91542 -0.310 -0.232 0.189 0.401
H 27.86468 2.90977 -15.91320 -0.281 -0.056 0.213 0.468
H 29.52620 2.31625 -15.79183 -0.146 -0.393 -0.202 0.324
H 23.35764 0.69181 -13.75560 -0.097 0.135 -0.297 0.131
H 29.33682 -2.92592 -12.99811 0.361 0.280 0.319 0.369
H 25.99622 -7.07940 -15.80262 0.230 -0.333 0.123 0.362
H 24.38151 1.59480 -12.70036 0.447 -0.327 0.199 0.390
H 32.10612 -2.50557 -14.42839 -0.323 -0.129 -0.611 0.380
H 23.91092 -5.67969 -14.92379 -0.183 0.253 -0.157 0.140
H 28.80486 -4.55906 -12.95322 0.076 -0.263 -0.739 0.255
```
Forces are in eV/Å.

**Electronic energy**: -49423.1649 eV
**E_HOMO (spin up / spin down)**: 0.0131 / -0.2729 Eh
**Total charge**: -1
**2S+1**: 2